[1]
2 unconnected molecules or ions with the total composition C7H17BrOSi, computed with wB97M-V/def2-TZVPD.

Results
- calculated total energy (Ha) = -3215.590349
- LUMO level (hartree) = 0.004
- highest occupied orbital energy (Eh) = -0.29650
- orbital gap (eV) = 8.2
- net charge = 0

The geometry in XYZ format:
```
27
Properties=species:S:1:pos:R:3:forces:R:3
C 1.49550 -1.48682 -2.61112 1.7 -2.8 1.2
C -1.45550 1.45560 1.36161 -0.8 1.9 1.0
C -1.95965 2.31383 -0.89145 -2.0 1.0 -0.9
C -2.27670 -0.13212 -0.24853 1.0 -1.2 -1.1
C 1.75983 -1.05598 -1.14178 0.8 -3.2 -0.5
C 2.52832 -1.33005 2.88993 2.4 -2.5 0.5
C -1.48454 1.12740 -0.11432 1.3 0.4 0.3
O 0.65881 -0.41056 -0.66517 -0.9 1.1 0.6
Si 0.40598 1.21889 -0.77696 -1.2 -0.6 0.8
Br 0.74292 -1.79968 3.22241 -1.3 0.2 0.7
H 1.61624 -0.63254 -3.17100 0.1 2.0 -1.5
H 2.30680 -2.19760 -2.95860 -0.7 0.7 0.4
H 0.56888 -1.96452 -2.88331 -0.6 -0.1 0.5
H -1.00797 2.45723 1.56603 -0.2 -0.6 0.0
H -2.44867 1.45787 1.86101 -0.2 0.6 -0.9
H -1.04836 0.75723 2.04512 1.5 -1.1 0.1
H -1.58259 3.20303 -0.41690 0.8 0.6 -0.3
H -3.03795 2.54802 -0.82319 -0.1 -0.6 0.1
H -1.79068 2.31704 -2.00304 0.3 -0.1 0.9
H -3.32454 -0.03728 0.05179 0.2 -0.1 0.5
H -2.30063 -0.46584 -1.28091 -0.2 0.0 -0.5
H -1.68206 -0.94463 0.22118 -0.9 0.3 0.3
H 2.65194 -0.45719 -1.25682 0.4 0.6 0.6
H 1.99281 -1.91875 -0.39206 -0.3 1.2 -1.5
H 2.62440 -1.73731 1.89099 0.7 0.5 -0.2
H 3.23207 -1.98597 3.55979 -1.4 1.4 -1.1
H 2.81535 -0.29931 2.96528 -0.4 0.5 0.1
```
Positions in Å, forces in eV/Å.

Computed Löwdin charges, given in elementary charges:
1 C -0.0757
2 C -0.1396
3 C -0.2048
4 C -0.1093
5 C -0.3880
6 C -0.5998
7 C -0.7317
8 O -0.3826
9 Si 0.9278
10 Br 0.5825
11 H 0.0281
12 H 0.0953
13 H 0.0696
14 H 0.0830
15 H 0.0925
16 H 0.0313
17 H 0.0537
18 H 0.0884
19 H 0.0788
20 H 0.0880
21 H 0.0698
22 H 0.0836
23 H 0.0852
24 H 0.1335
25 H -0.0347
26 H 0.0609
27 H 0.0140

[2]
2 unconnected molecules or ions with the total composition C7H17Cl2NO3P, computed with wB97M-V/def2-TZVPD.

Results
- calculated total energy (Ha) = -1819.225317
- LUMO level (hartree) = 0.093
- highest occupied orbital energy (Eh) = -0.09352
- orbital gap (eV) = 5.1
- net charge = -1

The geometry in XYZ format:
```
31
Properties=species:S:1:pos:R:3:forces:R:3
N 1.79612 -2.90494 -0.69472 0.2 0.0 -0.1
C 2.19077 -1.63081 -0.07806 -0.6 -0.1 0.0
C 1.32435 -0.45841 -0.50365 0.1 0.2 0.8
C -0.14834 -0.66285 -0.10064 0.6 0.5 -0.7
C -1.10148 -0.94025 -1.26574 -0.6 -0.7 0.2
C -2.22875 -1.92170 -0.90275 -0.4 0.4 0.3
P -3.62113 -1.05577 -0.36942 1.2 -0.5 -0.1
O -3.49778 0.30601 0.20066 -0.5 0.7 0.1
O -4.67053 -0.99397 -1.61501 -0.4 -0.3 -0.1
O -4.35672 -2.03836 0.70923 -0.5 0.0 0.3
H 1.10266 -3.36750 -0.12161 0.0 0.0 0.0
H 1.30828 -2.69633 -1.55901 0.0 -0.1 -0.1
H 3.24656 -1.42250 -0.23340 0.2 -0.1 -0.2
H 2.04351 -1.71504 0.99532 0.2 -0.2 0.3
H 1.70545 0.39460 0.05632 0.2 0.3 -0.1
H 1.45440 -0.23146 -1.55927 -0.1 0.0 -0.3
H -0.47914 0.25152 0.37384 -0.3 0.1 0.3
H -0.18044 -1.44660 0.64913 -0.2 -0.3 0.1
H -1.55475 0.00944 -1.54025 0.1 0.2 -0.3
H -0.56430 -1.30884 -2.14212 0.3 0.0 -0.1
H -1.92704 -2.50388 -0.03528 0.1 -0.4 0.0
H -4.60300 -1.88413 -2.00228 0.1 0.4 -0.1
H -4.86427 -1.46893 1.31030 0.2 -0.2 -0.3
Cl 0.25257 2.94409 1.35178 0.0 0.0 0.0
C 1.61572 4.03852 1.66970 -0.1 0.0 0.0
C 2.85213 3.62780 0.91150 0.1 0.1 0.0
Cl 3.53786 2.10301 1.52634 0.1 0.0 0.0
H 1.79582 4.05666 2.74178 0.0 -0.1 0.0
H 1.30710 5.03442 1.35404 0.0 0.0 -0.1
H 3.62421 4.38848 1.01989 0.0 0.0 0.0
H 2.64018 3.49770 -0.14665 -0.1 -0.1 0.0
```
Positions in Å, forces in eV/Å.

Computed Löwdin charges, given in elementary charges:
1 N -0.0021
2 C -0.3114
3 C -0.2297
4 C -0.2255
5 C -0.3351
6 C -0.3252
7 P 0.3176
8 O -0.3605
9 O -0.2170
10 O -0.2114
11 H 0.0551
12 H 0.0529
13 H 0.0873
14 H 0.1010
15 H 0.0415
16 H 0.1037
17 H 0.0659
18 H 0.0929
19 H 0.0812
20 H 0.0649
21 H -0.0060
22 H 0.0434
23 H 0.0560
24 Cl 0.5899
25 C -0.6763
26 C -0.6664
27 Cl 0.5479
28 H 0.0633
29 H 0.0677
30 H 0.0653
31 H 0.0689

[3]
A molecular structure, C7H17F12HfO18S4, computed with wB97M-V/def2-TZVPD.

Results
- calculated total energy (Ha) = -4470.697500
- LUMO level (hartree) = 0.036
- highest occupied orbital energy (Eh) = -0.24534
- orbital gap (eV) = 7.6
- net charge = -1

The geometry in XYZ format:
```
59
Properties=species:S:1:pos:R:3:forces:R:3
Hf 0.02079 0.07801 -0.36382 -1.5 0.1 2.5
C 3.72051 -2.84341 0.77218 -1.9 0.9 0.5
F 4.42924 -3.55839 1.62406 0.2 -0.1 -0.1
F 4.32376 -1.64223 0.58307 0.6 0.0 -0.3
F 3.64915 -3.46055 -0.40070 0.2 0.0 0.0
S 2.00565 -2.43606 1.51344 -0.6 -1.5 2.2
O 1.24820 -3.65393 1.40387 0.7 0.6 -0.3
O 2.31894 -1.99138 2.86451 0.2 0.0 -1.6
O 1.48156 -1.35121 0.66037 0.1 1.5 -1.3
C 1.08938 1.36262 4.20683 0.1 1.3 -1.4
F 1.86409 0.36716 4.54189 0.0 -0.4 0.4
F 0.87365 2.17020 5.25396 -0.4 -0.6 0.2
F 1.79256 2.15734 3.33475 0.0 -0.3 -0.1
S -0.48864 0.84432 3.32437 -0.9 0.4 1.3
O -1.26663 2.07360 3.27918 0.3 -0.5 -0.1
O -0.05127 0.42989 1.98798 0.5 -0.3 -1.4
O -1.00424 -0.20381 4.15407 0.3 0.1 -0.3
C -3.76349 -2.44546 0.46727 1.8 0.5 0.3
F -4.15907 -1.47834 1.28218 -0.7 0.2 0.2
F -4.60554 -3.44790 0.53781 -0.3 -0.6 0.2
F -3.80416 -1.97063 -0.79378 -0.2 0.2 -0.4
S -1.98502 -2.91764 0.90881 0.6 -3.0 0.4
O -1.11277 -1.84748 0.39503 0.0 2.4 -0.6
O -1.96929 -3.09083 2.33704 -0.5 0.9 -0.6
O -1.76431 -4.12954 0.14995 -0.7 0.8 0.0
C 0.95107 -2.68703 -4.13670 -1.6 1.4 1.5
F 0.42542 -3.36636 -5.12103 -0.2 -0.8 -0.6
F 2.21036 -2.99082 -3.97475 0.9 -0.3 -0.1
F 0.86981 -1.37179 -4.48303 0.4 0.3 -0.4
S -0.01846 -2.84569 -2.51216 0.1 -2.3 0.7
O 0.62163 -3.97102 -1.89351 -0.1 0.4 -0.5
O 0.34488 -1.57316 -1.85428 -0.4 1.3 0.2
O -1.42261 -2.99192 -2.83901 0.7 1.0 -0.3
C -1.52266 4.05908 1.04990 0.0 1.2 -1.4
C -1.09302 3.66197 -0.37148 0.6 -1.3 0.0
C 0.00159 4.58330 -0.89738 0.5 0.8 1.3
O -0.58426 2.35217 -0.35878 0.7 -3.0 -0.4
H -0.71085 3.87039 1.74510 -0.2 -0.3 0.1
H -2.47345 3.60932 1.31901 0.2 -0.2 0.3
H -1.66679 5.14687 1.00374 -0.2 0.0 0.3
H -1.92923 3.72497 -1.08354 -0.3 0.0 0.2
H 0.64733 4.16773 -1.66776 -0.4 -0.1 -0.3
H 0.66714 4.78390 -0.04440 0.1 -0.2 -0.1
H -0.37274 5.58593 -1.12526 -0.1 -0.1 -0.5
O 1.93347 1.41274 0.22012 0.4 -0.6 -0.5
H 2.78500 0.99220 0.03478 -0.2 -0.3 0.1
H 2.13065 2.32513 0.46122 -0.8 0.0 0.1
O 0.44774 0.98886 -2.51376 0.3 0.3 -0.2
H 1.24285 1.01689 -3.05124 0.0 -0.2 0.1
H -0.24040 1.39216 -3.05298 -0.1 0.0 0.4
O 2.67766 -0.46977 -1.66602 0.6 0.6 -0.2
H 3.50499 -0.88867 -1.38873 -0.2 -0.2 0.2
H 2.88504 -0.06049 -2.51279 0.2 -0.2 0.0
O -1.90722 -0.06445 -1.75624 -0.1 0.2 -0.4
H -2.36702 -0.86076 -2.08241 0.6 -0.3 0.3
H -2.39400 0.69145 -2.10450 0.1 0.1 0.4
O -2.58507 0.63788 0.75983 0.2 0.3 0.3
H -2.46910 1.25335 1.50369 0.2 -0.1 -0.1
H -3.43280 0.87133 0.37005 0.0 -0.1 0.0
```
Positions in Å, forces in eV/Å.

Computed Löwdin charges, given in elementary charges:
1 Hf 2.0860
2 C -0.6411
3 F 0.1557
4 F 0.0807
5 F 0.1467
6 S 0.5592
7 O -0.2501
8 O -0.2791
9 O -0.4463
10 C -0.6352
11 F 0.1678
12 F 0.1245
13 F 0.0658
14 S 0.5263
15 O -0.3091
16 O -0.4103
17 O -0.2486
18 C -0.6641
19 F 0.1249
20 F 0.1639
21 F 0.0969
22 S 0.5256
23 O -0.4242
24 O -0.2581
25 O -0.2817
26 C -0.6730
27 F 0.1649
28 F 0.1644
29 F 0.0719
30 S 0.5524
31 O -0.2461
32 O -0.4679
33 O -0.2749
34 C -0.0587
35 C -0.5624
36 C -0.0798
37 O -0.3825
38 H 0.0708
39 H 0.0667
40 H 0.0747
41 H 0.1178
42 H 0.0623
43 H 0.0730
44 H 0.0709
45 O -0.0932
46 H 0.0657
47 H 0.0938
48 O -0.0940
49 H 0.0752
50 H 0.0921
51 O -0.0609
52 H 0.0620
53 H 0.0609
54 O -0.1008
55 H 0.0765
56 H 0.0935
57 O -0.0865
58 H 0.0317
59 H 0.0631

[4]
A molecular structure, C7H17InN3O3, computed with wB97M-V/def2-TZVPD.

Results
- calculated total energy (Ha) = -856.880418
- LUMO level (hartree) = -0.136
- highest occupied orbital energy (Eh) = -0.48980
- orbital gap (eV) = 9.6
- net charge = +1

The geometry in XYZ format:
```
31
Properties=species:S:1:pos:R:3:forces:R:3
In 0.04120 -0.09567 0.03646 1.1 -1.5 -1.2
N 2.26042 0.03168 0.51543 -0.7 -0.4 0.2
C 2.70573 -1.39087 0.57872 1.0 0.2 0.2
C 2.06483 -2.22479 -0.51854 -2.6 0.3 -0.5
O 2.67192 -2.88566 -1.31241 0.8 -0.3 0.2
O 0.71082 -2.10975 -0.61782 1.1 1.2 1.0
H 2.64865 0.51551 -0.29469 0.4 0.1 0.6
H 2.33472 0.52054 1.41980 0.5 -0.1 -0.9
H 2.51045 -1.80167 1.56471 -0.6 0.0 0.1
H 3.78686 -1.47513 0.49921 0.1 0.2 -0.3
C -2.76778 1.22246 3.31083 0.9 -0.3 0.2
C -1.95867 1.27089 1.99206 -0.5 1.8 -0.4
C -2.86941 1.30802 0.77741 -0.9 0.3 0.1
C -0.89245 0.22391 1.91648 0.0 -0.9 0.8
H -3.45441 2.06915 3.41034 0.3 -0.1 0.0
H -1.99901 1.23349 4.09650 -0.5 0.3 0.2
H -3.34204 0.30724 3.49356 0.1 0.0 -0.5
H -1.49161 2.29535 1.93404 0.0 -0.9 0.5
H -3.49163 0.41525 0.68132 0.1 -0.1 0.0
H -2.33250 1.46350 -0.17403 0.0 0.0 0.2
H -3.56031 2.16585 0.91978 0.3 -0.5 -0.4
H -1.32337 -0.78138 2.09092 0.1 0.3 0.0
H -0.10845 0.34027 2.70738 -0.4 0.0 -0.8
N 0.88214 0.64441 -4.28403 -0.1 -0.5 0.5
C 0.83332 -0.14803 -3.17094 0.7 0.6 -0.8
N 1.21355 -1.42979 -3.33098 -0.5 0.0 0.5
O 0.54022 0.41712 -2.05624 -0.5 -0.5 0.0
H 1.14640 0.18689 -5.15264 -0.3 0.6 0.2
H 0.58241 1.62369 -4.26669 0.3 -0.9 0.1
H 1.61542 -1.80631 -4.19090 -0.4 0.5 0.4
H 1.04255 -2.10616 -2.57506 0.2 0.5 -0.2
```
Positions in Å, forces in eV/Å.

Computed Löwdin charges, given in elementary charges:
1 In 1.1911
2 N -0.0087
3 C -0.1198
4 C -0.5945
5 O 0.1076
6 O -0.1793
7 H 0.1154
8 H 0.1207
9 H 0.1351
10 H 0.1320
11 C -0.0622
12 C -0.5502
13 C -0.1092
14 C -0.2316
15 H 0.0871
16 H 0.0816
17 H 0.0887
18 H 0.1442
19 H 0.0910
20 H 0.0578
21 H 0.1000
22 H 0.0767
23 H 0.0813
24 N 0.1809
25 C -0.5390
26 N 0.2077
27 O -0.0995
28 H 0.1229
29 H 0.1373
30 H 0.1441
31 H 0.0907